Record 1
An isolated molecule of C5H11NO at a distorted geometry, computed with ωB97M-V/def2-TZVPD.

Output
- Relative energy (zero: lowest compared OMol25 entry of this formula, charge and spin): 174.1 kJ/mol
- LUMO: 0.876 eV
- SMILES string: CCN(C=O)CC
- HOMO level: -9.29 eV

The geometry in ORCA input format:
```
! wB97M-V def2-TZVPD RIJCOSX def2/J DEFGRID3
* xyz 0 1
C -1.9253 0.7932 1.2227
C -0.3671 0.7817 1.2243
N 0.0925 -0.0427 0.0561
C 1.0228 0.6797 -0.7158
O 1.5761 1.7936 -0.5089
C 0.2103 -1.4861 0.0445
C -0.1901 -2.1261 -1.3659
H -2.3251 0.7268 2.1865
H -2.3253 -0.0908 0.7153
H -2.3652 1.7434 0.8475
H -0.0359 1.8450 1.2357
H -0.0581 0.1433 2.0698
H 1.3130 0.0932 -1.6539
H 1.2400 -1.8172 0.1983
H -0.3750 -1.8308 0.9592
H 0.5558 -1.8532 -2.1453
H -0.3341 -3.1583 -1.4066
H -1.0499 -1.7047 -1.7870
*
```

Record 2
C2H5BrClN as an isolated structure at a distorted geometry, computed with ωB97M-V/def2-TZVPD.

Output
- Relative energy (zero: lowest compared OMol25 entry of this formula, charge and spin): 368.1 kJ/mol
- LUMO (alpha / beta): 0.250 / 0.251 eV
- HOMO level (alpha / beta): -8.86 / -8.86 eV

The geometry in ORCA input format:
```
! wB97M-V def2-TZVPD RIJCOSX def2/J DEFGRID3
* xyz 0 1
C 0.1387 -1.0552 -1.0377
C -2.1789 -0.4561 0.5360
N -0.0516 -0.4214 0.2591
Cl -2.7284 -1.6830 -0.5571
Br -2.7937 1.2076 0.1797
H 0.3072 -0.5241 -1.9542
H 1.1609 -1.6053 -1.0050
H -0.6189 -1.7744 -1.2417
H -2.1580 -0.8408 1.5730
H 0.4640 -0.8699 0.9907
*
```